No. 1
29 unconnected molecules or ions with the total composition C3H56F5O30 at a distorted geometry. Source: the Open Molecules 2025 dataset; level of theory: the ωB97M-V functional and the def2-TZVPD basis.

Structure (XYZ):
```
94
C3H56F5O30 (the ωB97M-V functional and the def2-TZVPD basis)
O -1.56626 0.85947 2.74723
C -1.16616 0.52652 1.58219
O -0.69637 1.54729 0.75779
C -1.14772 -0.96481 0.95497
F -2.20353 -1.81028 1.43862
F -1.30989 -0.90008 -0.50856
C 0.25482 -1.64155 1.36768
F 0.76596 -2.36978 0.26017
F -0.02992 -2.55321 2.45408
F 1.21354 -0.73077 1.87623
O -0.03389 3.61732 3.06013
H 0.11409 3.66215 4.01393
H -0.60978 2.84328 2.94716
O -3.39242 0.50960 -0.31189
H -3.66913 0.11442 -1.14828
H -3.33079 1.45626 -0.50978
O 3.76843 0.51266 0.39241
H 4.12590 1.36366 0.67721
H 2.84418 0.54143 0.67513
O 0.58213 4.35450 0.20963
H 0.73009 4.39960 1.16422
H 0.00679 3.58504 0.10284
O 0.66183 0.22007 -1.90239
H 0.37164 1.01195 -2.37382
H 1.54816 0.05089 -2.25258
O -1.92093 5.49288 4.42980
H -1.37054 5.17031 3.70213
H -2.81072 5.20058 4.19623
O 4.15311 -0.80663 -2.70794
H 4.00391 -0.54226 -1.78794
H 4.81589 -1.50626 -2.64478
O -0.68747 -1.22726 -4.22839
H -0.37202 -2.12496 -4.39067
H -0.15728 -0.92641 -3.47272
O 0.11476 -5.05901 0.89681
H -0.13543 -4.42393 1.58191
H 0.31272 -5.86607 1.38780
O 1.82784 0.00427 -5.05919
H 2.39952 -0.32672 -5.76455
H 0.94361 -0.30322 -5.31052
O 4.89621 -1.62118 -5.55539
H 4.74885 -1.35752 -4.63707
H 5.56034 -2.32269 -5.49320
O -2.88294 -4.51467 -0.47545
H -2.72901 -4.56843 -1.42624
H -1.99949 -4.60165 -0.09062
O -3.04855 2.50401 4.67437
H -2.49024 2.17494 3.95435
H -3.93568 2.20797 4.43523
O 4.36359 3.61776 1.20494
H 3.73526 4.34740 1.14197
H 4.77345 3.58599 0.32776
O -1.61044 -2.43627 5.21370
H -2.22929 -1.69620 5.17052
H -1.22063 -2.46508 4.33021
O -3.33067 1.68551 7.80325
H -2.91981 2.05802 7.00937
H -3.47393 0.75883 7.57756
O -5.08717 -1.04375 1.65781
H -4.67164 -0.67275 0.86497
H -5.23094 -1.97182 1.43476
O 5.47682 0.41050 -7.66132
H 5.31279 -0.02543 -6.81114
H 4.78734 1.08313 -7.71640
O -0.10684 2.16419 -6.00010
H 0.61186 2.80442 -6.06421
H 0.26768 1.44594 -5.47144
O 7.29047 -3.20426 -4.90118
H 8.00850 -2.56221 -4.96549
H 7.66452 -3.92198 -4.37065
O -0.50447 1.28229 6.98516
H -0.75530 1.91317 7.67182
H -0.30537 0.47359 7.47284
O -4.17037 -5.68666 2.20743
H -3.75686 -5.31501 1.41573
H -4.31200 -6.61436 1.98273
O 7.69489 -4.65003 -2.25798
H 7.42820 -4.01299 -1.58324
H 7.89104 -5.45196 -1.75785
O -5.93847 0.93147 -1.64981
H -6.08856 0.49385 -0.80133
H -6.62191 1.61160 -1.68620
O 4.64529 3.93966 -1.61325
H 4.38967 3.53063 -2.44948
H 4.69721 4.88151 -1.81914
O -1.36464 4.69799 -2.00980
H -1.22028 4.65428 -2.96307
H -0.47878 4.59963 -1.63284
O -3.40616 3.07473 0.90601
H -2.68262 3.71023 0.83282
H -3.02868 2.35039 1.42561
O -7.39840 -4.80241 2.75391
H -6.43893 -4.91121 2.68533
H -7.75362 -5.52408 2.22143
```

Results
DFT total energy = -2904.504231 Ha
maximum force = 7.03 eV/Å
gap between HOMO and LUMO = 7.71 eV
net charge = -1
E_HOMO = -0.235 Ha

The molecule's Mulliken atomic charges, reported in e, are given here: atom 1 (O): -0.820, atom 2 (C): -0.423, atom 3 (O): -0.323, atom 4 (C): 1.010, atom 5 (F): -0.195, atom 6 (F): -0.250, atom 7 (C): 0.648, atom 8 (F): -0.245, atom 9 (F): -0.264, atom 10 (F): -0.225, atom 11 (O): -0.682, atom 12 (H): 0.279, atom 13 (H): 0.339, atom 14 (O): -0.316, atom 15 (H): 0.207, atom 16 (H): 0.208, atom 17 (O): -0.628, atom 18 (H): 0.280, atom 19 (H): 0.346, atom 20 (O): -0.714, atom 21 (H): 0.285, atom 22 (H): 0.401, atom 23 (O): -0.405, atom 24 (H): 0.214, atom 25 (H): 0.179, atom 26 (O): -0.635, atom 27 (H): 0.350, atom 28 (H): 0.300, atom 29 (O): -0.632, atom 30 (H): 0.272, atom 31 (H): 0.289, atom 32 (O): -0.680, atom 33 (H): 0.320, atom 34 (H): 0.417, atom 35 (O): -0.617, atom 36 (H): 0.313, atom 37 (H): 0.285, atom 38 (O): -0.608, atom 39 (H): 0.254, atom 40 (H): 0.353, atom 41 (O): -0.611, atom 42 (H): 0.387, atom 43 (H): 0.300, atom 44 (O): -0.656, atom 45 (H): 0.286, atom 46 (H): 0.340, atom 47 (O): -0.582, atom 48 (H): 0.399, atom 49 (H): 0.293, atom 50 (O): -0.631, atom 51 (H): 0.281, atom 52 (H): 0.394, atom 53 (O): -0.665, atom 54 (H): 0.325, atom 55 (H): 0.333, atom 56 (O): -0.643, atom 57 (H): 0.321, atom 58 (H): 0.308, atom 59 (O): -0.607, atom 60 (H): 0.249, atom 61 (H): 0.312, atom 62 (O): -0.652, atom 63 (H): 0.365, atom 64 (H): 0.311, atom 65 (O): -0.653, atom 66 (H): 0.290, atom 67 (H): 0.382, atom 68 (O): -0.622, atom 69 (H): 0.297, atom 70 (H): 0.311, atom 71 (O): -0.594, atom 72 (H): 0.324, atom 73 (H): 0.285, atom 74 (O): -0.634, atom 75 (H): 0.357, atom 76 (H): 0.303, atom 77 (O): -0.616, atom 78 (H): 0.313, atom 79 (H): 0.307, atom 80 (O): -0.596, atom 81 (H): 0.316, atom 82 (H): 0.292, atom 83 (O): -0.618, atom 84 (H): 0.296, atom 85 (H): 0.289, atom 86 (O): -0.596, atom 87 (H): 0.300, atom 88 (H): 0.303, atom 89 (O): -0.689, atom 90 (H): 0.327, atom 91 (H): 0.274, atom 92 (O): -0.648, atom 93 (H): 0.360, atom 94 (H): 0.296


No. 2
7 unconnected molecules or ions with the total composition C21H56O7 at a distorted geometry. Source: the Open Molecules 2025 dataset; level of theory: the ωB97M-V functional and the def2-TZVPD basis.

Structure (XYZ):
```
84
C21H56O7 (the ωB97M-V functional and the def2-TZVPD basis)
C 1.61304 8.44309 1.80567
C 2.06895 7.02380 2.13596
C 0.91580 6.27622 2.76680
O 2.39964 6.51832 0.90099
H 2.20734 8.88641 1.00669
H 1.51450 9.11320 2.65968
H 0.67802 8.40249 1.24693
H 2.93980 6.95350 2.78770
H 1.26407 5.29691 3.09509
H 0.11009 6.08004 2.05938
H 0.58411 6.81739 3.65293
H 1.65246 6.66221 0.31566
C -3.54993 -5.89416 -0.19108
C -4.13212 -5.15806 1.02119
C -5.43971 -4.37510 0.75152
O -4.36462 -6.04298 2.15977
H -4.26365 -6.63109 -0.55938
H -2.63909 -6.42011 0.09503
H -3.19261 -5.25594 -0.99923
H -3.36689 -4.42142 1.26590
H -6.00684 -5.03197 0.09198
H -5.37631 -3.39925 0.27008
H -6.04171 -4.26615 1.65365
H -4.83653 -6.81821 1.84683
C 0.80731 6.52988 -5.07438
C -0.53557 6.96338 -4.59932
C -1.69229 6.38352 -5.38719
O -0.63418 6.58048 -3.19462
H 1.51779 7.12805 -4.50383
H 0.79846 6.68309 -6.15352
H 0.97653 5.45831 -4.96854
H -0.56690 8.04896 -4.69225
H -1.69512 5.29355 -5.39431
H -1.68054 6.68070 -6.43583
H -2.58533 6.72660 -4.86481
H -1.53536 6.82336 -2.96993
C 5.66696 -3.23924 -3.89942
C 4.59059 -3.59295 -4.98477
C 5.19268 -4.40420 -6.14570
O 3.54088 -4.40850 -4.47982
H 6.46447 -2.64913 -4.35092
H 6.12607 -4.11741 -3.44541
H 5.33152 -2.55135 -3.12329
H 4.21812 -2.67698 -5.44342
H 5.81034 -3.80775 -6.81715
H 4.37340 -4.73917 -6.78182
H 5.74354 -5.25652 -5.74795
H 3.08737 -3.92121 -3.78810
C 0.14852 0.56641 -0.31126
C 0.26518 -0.36868 -1.52311
C 0.70386 0.29501 -2.83047
O 1.11893 -1.36087 -1.13985
H 1.09420 1.09570 -0.19442
H -0.04719 0.03662 0.62101
H -0.60534 1.30265 -0.59009
H -0.71304 -0.81354 -1.70550
H 0.03279 1.12358 -3.05684
H 0.60726 -0.39729 -3.66683
H 1.72960 0.65735 -2.76217
H 1.11129 -1.47869 -0.18714
C 4.48663 -4.46362 4.42598
C 3.86155 -4.43916 3.04315
C 3.72708 -5.81754 2.39525
O 2.54491 -3.94589 3.06898
H 4.14830 -5.30112 5.03607
H 4.22670 -3.55086 4.96208
H 5.56796 -4.58891 4.37003
H 4.48631 -3.78325 2.43688
H 4.54067 -6.47155 2.70902
H 3.75783 -5.70486 1.31152
H 2.82287 -6.33306 2.71889
H 2.03789 -4.41834 3.73329
C -5.02807 0.64591 4.32997
C -6.34907 0.24473 4.97441
C -6.09985 -0.93624 5.95591
O -6.86408 1.34721 5.70747
H -4.29725 1.08654 5.00809
H -5.14394 1.39669 3.54830
H -4.60390 -0.23601 3.84996
H -7.01397 -0.06310 4.16742
H -5.76384 -1.85385 5.47301
H -7.01422 -1.11733 6.52091
H -5.39389 -0.72118 6.75809
H -6.14096 1.67202 6.24894
```

Results
DFT total energy = -1360.293572 Ha
SMILES string = CC(C)O.CC(C)O.CC(C)O.CC(C)O.CC(C)O.CC(C)O.CC(C)O
maximum force = 2.98 eV/Å
gap between HOMO and LUMO = 10.30 eV
E_HOMO = -0.366 Ha
energy relative to the best compared isomer or geometry (same formula, charge and spin) = 277.2 kJ/mol

The molecule's Mulliken atomic charges, reported in e, are given here: atom 1 (C): -1.256, atom 2 (C): 0.270, atom 3 (C): -1.103, atom 4 (O): -0.544, atom 5 (H): 0.384, atom 6 (H): 0.345, atom 7 (H): 0.327, atom 8 (H): 0.313, atom 9 (H): 0.313, atom 10 (H): 0.287, atom 11 (H): 0.327, atom 12 (H): 0.337, atom 13 (C): -1.277, atom 14 (C): 0.398, atom 15 (C): -1.139, atom 16 (O): -0.534, atom 17 (H): 0.359, atom 18 (H): 0.324, atom 19 (H): 0.353, atom 20 (H): 0.254, atom 21 (H): 0.300, atom 22 (H): 0.322, atom 23 (H): 0.322, atom 24 (H): 0.317, atom 25 (C): -1.283, atom 26 (C): 0.570, atom 27 (C): -1.248, atom 28 (O): -0.494, atom 29 (H): 0.306, atom 30 (H): 0.360, atom 31 (H): 0.323, atom 32 (H): 0.176, atom 33 (H): 0.307, atom 34 (H): 0.360, atom 35 (H): 0.344, atom 36 (H): 0.278, atom 37 (C): -1.156, atom 38 (C): 0.500, atom 39 (C): -1.294, atom 40 (O): -0.546, atom 41 (H): 0.326, atom 42 (H): 0.313, atom 43 (H): 0.348, atom 44 (H): 0.187, atom 45 (H): 0.374, atom 46 (H): 0.325, atom 47 (H): 0.320, atom 48 (H): 0.304, atom 49 (C): -1.391, atom 50 (C): 0.672, atom 51 (C): -1.225, atom 52 (O): -0.521, atom 53 (H): 0.354, atom 54 (H): 0.412, atom 55 (H): 0.341, atom 56 (H): 0.109, atom 57 (H): 0.343, atom 58 (H): 0.308, atom 59 (H): 0.327, atom 60 (H): 0.273, atom 61 (C): -1.356, atom 62 (C): 0.419, atom 63 (C): -1.103, atom 64 (O): -0.548, atom 65 (H): 0.339, atom 66 (H): 0.353, atom 67 (H): 0.375, atom 68 (H): 0.263, atom 69 (H): 0.336, atom 70 (H): 0.277, atom 71 (H): 0.317, atom 72 (H): 0.328, atom 73 (C): -1.211, atom 74 (C): 0.307, atom 75 (C): -1.154, atom 76 (O): -0.540, atom 77 (H): 0.343, atom 78 (H): 0.334, atom 79 (H): 0.310, atom 80 (H): 0.291, atom 81 (H): 0.342, atom 82 (H): 0.329, atom 83 (H): 0.299, atom 84 (H): 0.351